This record from the OMol25 dataset describes a structure of composition C30H38NO7PPdS in a non-equilibrium geometry. The level of theory is ωB97M-V/def2-TZVPD.

## Properties
Calculated total energy in eV: -71149.69133
Charge: 0
HOMO-LUMO gap (alpha / beta) in eV: 8.26 / 4.57
Strongest force on any atom in eV Å⁻¹: 6.37
Spin multiplicity: 5
⟨S²⟩: 6.050

CARTESIAN COORDINATES (ANGSTROEM)
Pd: 10.90 13.73 8.09
S: 11.44 16.88 7.32
P: 11.43 11.24 9.45
O: 11.67 15.72 8.14
O: 10.53 16.51 6.23
O: 12.64 17.60 6.98
O: 11.26 11.62 7.99
O: 12.33 10.16 9.96
O: 9.96 11.11 10.07
O: 11.85 12.64 10.06
N: 10.68 13.74 5.83
C: 14.32 13.01 10.01
C: 8.66 18.02 10.04
C: 8.73 12.10 13.87
C: 6.32 12.37 14.22
C: 4.39 15.25 9.07
C: 7.55 11.88 14.68
C: 9.21 13.97 9.16
C: 6.29 13.00 12.99
C: 4.61 16.59 11.13
C: 13.03 13.17 10.87
C: 10.46 17.92 8.43
C: 6.14 14.80 10.66
C: 4.01 16.32 9.88
C: 7.96 20.15 11.00
C: 8.66 12.65 12.64
C: 13.05 12.37 12.13
C: 7.43 13.22 12.18
C: 7.35 13.99 10.99
C: 5.70 15.83 11.48
C: 9.45 17.26 9.14
C: 7.65 10.35 10.24
C: 5.50 14.54 9.42
C: 8.39 13.93 10.04
C: 9.16 9.22 8.72
C: 8.84 19.38 10.11
C: 10.73 19.29 8.53
C: 12.71 14.68 11.09
C: 9.57 8.92 11.11
C: 9.11 9.91 10.02
C: 9.87 20.00 9.42
H: 15.11 13.42 10.70
H: 9.35 16.24 8.97
H: 12.79 15.05 10.08
H: 8.06 19.80 12.02
H: 9.73 11.82 14.25
H: 11.47 19.81 7.88
H: 3.30 17.01 9.57
H: 13.86 12.73 12.80
H: 7.76 11.54 15.74
H: 8.69 8.19 8.73
H: 13.22 11.27 11.85
H: 12.15 12.44 12.78
H: 5.32 12.18 14.70
H: 8.91 8.05 11.13
H: 10.41 14.71 5.56
H: 7.04 9.47 10.20
H: 4.25 17.41 11.76
H: 14.70 12.03 9.77
H: 5.81 13.68 8.84
H: 9.46 9.36 12.16
H: 7.53 10.88 11.18
H: 8.71 9.77 7.87
H: 11.80 14.84 11.71
H: 11.51 13.53 5.24
H: 6.92 20.03 10.71
H: 10.63 8.64 10.96
H: 9.53 12.74 12.04
H: 10.18 9.16 8.42
H: 5.36 13.32 12.64
H: 4.01 15.05 8.05
H: 8.01 17.52 10.66
H: 8.17 21.20 11.04
H: 9.92 21.07 9.48
H: 14.29 13.74 9.19
H: 6.21 16.07 12.41
H: 13.54 15.00 11.69
H: 7.42 10.99 9.37
H: 9.97 13.13 5.34

Per-atom Löwdin charges, elementary charge units: atom 1 (Pd): 1.085, atom 2 (S): 0.461, atom 3 (P): 0.220, atom 4 (O): -0.452, atom 5 (O): -0.364, atom 6 (O): -0.294, atom 7 (O): -0.364, atom 8 (O): -0.263, atom 9 (O): -0.180, atom 10 (O): -0.272, atom 11 (N): -0.005, atom 12 (C): -0.011, atom 13 (C): -0.015, atom 14 (C): -0.074, atom 15 (C): -0.074, atom 16 (C): -0.071, atom 17 (C): -0.053, atom 18 (C): 0.041, atom 19 (C): -0.031, atom 20 (C): -0.054, atom 21 (C): -0.554, atom 22 (C): -0.249, atom 23 (C): -0.182, atom 24 (C): -0.062, atom 25 (C): -0.053, atom 26 (C): -0.042, atom 27 (C): -0.050, atom 28 (C): -0.181, atom 29 (C): -0.123, atom 30 (C): -0.053, atom 31 (C): -0.021, atom 32 (C): -0.009, atom 33 (C): -0.027, atom 34 (C): 0.007, atom 35 (C): -0.064, atom 36 (C): -0.302, atom 37 (C): -0.018, atom 38 (C): -0.008, atom 39 (C): -0.028, atom 40 (C): -0.618, atom 41 (C): -0.026, atom 42 (H): 0.102, atom 43 (H): 0.034, atom 44 (H): 0.047, atom 45 (H): 0.080, atom 46 (H): 0.118, atom 47 (H): 0.127, atom 48 (H): 0.084, atom 49 (H): 0.095, atom 50 (H): 0.120, atom 51 (H): 0.123, atom 52 (H): 0.107, atom 53 (H): 0.085, atom 54 (H): 0.124, atom 55 (H): 0.079, atom 56 (H): 0.022, atom 57 (H): 0.083, atom 58 (H): 0.111, atom 59 (H): 0.083, atom 60 (H): 0.118, atom 61 (H): 0.101, atom 62 (H): 0.064, atom 63 (H): 0.100, atom 64 (H): 0.107, atom 65 (H): 0.073, atom 66 (H): 0.083, atom 67 (H): 0.082, atom 68 (H): 0.089, atom 69 (H): 0.058, atom 70 (H): 0.097, atom 71 (H): 0.122, atom 72 (H): 0.077, atom 73 (H): 0.070, atom 74 (H): 0.100, atom 75 (H): 0.088, atom 76 (H): 0.129, atom 77 (H): 0.079, atom 78 (H): 0.091, atom 79 (H): 0.082